{"formula": "CH4O3S", "method": "ωB97M-V with the def2-TZVPD basis set", "elements": ["C", "O", "O", "O", "S", "H", "H", "H", "H"], "positions_angstrom": [[1.248581, -0.384128, 0.130502], [-0.565192, 1.558029, 0.861212], [-1.606953, -0.013230, -1.091376], [-1.482652, -0.789702, 0.067568], [-0.301655, -0.042845, 1.113205], [2.122495, -0.741452, 0.723148], [1.495166, 0.636606, -0.358638], [0.919724, -1.071071, -0.619878], [-1.829513, 0.847795, -0.825747]], "forces_ev_per_a": [[0.047, 2.374, -0.024], [0.960, -5.508, 0.966], [0.749, -2.529, -1.869], [0.961, 0.789, 1.336], [-0.836, 4.732, -1.917], [-1.021, 0.184, -0.196], [-0.405, -1.742, 0.828], [0.099, -0.564, -0.471], [-0.552, 2.265, 1.347]], "nbo_charge": [-0.8206, -0.9099, -0.4270, -0.4042, 1.3227, 0.2462, 0.2663, 0.2492, 0.4772], "total_energy_ha": -664.245249, "homo_lumo_gap_ev": 10.40, "de_lowest_ev": 4.813, "homo_ev": -10.14, "mol_weight_g_mol": 96.11}